No. 1
4 unconnected molecules or ions with the total composition C11H20F3N3OSi in a non-equilibrium geometry, computed with ωB97M-V/def2-TZVPD.

Each line ends with the Mulliken charge.
CARTESIAN COORDINATES (ANGSTROEM)
C: 3.56943 -3.62209 -0.72960  0.796
H: -0.18508 3.37023 3.10645  0.092
F: 4.63903 -2.82875 -0.56372  -0.286
C: 0.02418 -1.31848 -0.10044  0.556
O: -1.06044 -1.14011 -1.02063  -0.582
H: -0.26727 3.74263 -1.16846  0.309
H: 1.04869 -5.22508 1.29185  0.341
N: -0.63233 0.36812 2.28576  -0.421
H: 1.98177 -0.39975 -0.56685  0.324
C: -3.03845 1.92888 -3.09136  0.380
C: -0.44366 1.29752 2.93462  0.440
H: 1.01501 0.40215 0.71008  0.173
C: 0.64649 -2.65629 -0.47476  -1.025
H: 0.60535 0.59458 -0.94259  0.405
H: 2.74428 -5.18054 1.80537  0.351
H: 0.79919 -2.65850 -1.55040  0.451
H: -3.76064 3.64989 -4.06772  0.285
H: 1.57940 -4.19826 2.63518  0.312
C: 0.98914 -0.12364 -0.22615  -1.196
H: -1.47321 2.78165 -0.32264  0.119
C: -4.12656 2.70835 -3.66055  -0.930
H: -1.93801 4.29645 -1.09172  0.270
C: -0.85612 4.51730 0.70028  0.328
H: 2.69232 -2.02772 1.35833  -0.080
F: 3.22462 -3.46753 -2.01262  -0.268
N: -0.62700 5.08368 1.67258  -0.480
Si: 2.16765 -3.12307 0.52084  0.070
C: -1.14787 3.79961 -0.53061  -0.547
H: 0.73934 2.42212 4.27056  0.276
H: -0.40831 -1.38838 0.88337  0.354
C: 1.84685 -4.59328 1.65850  -1.113
H: -0.10228 -3.42065 -0.28095  0.455
H: -1.33610 -0.21838 -1.01884  0.276
H: -4.87776 2.93692 -2.90590  0.276
H: -4.61565 2.16270 -4.46575  0.333
F: 3.97427 -4.88294 -0.62070  -0.277
C: -0.20981 2.48443 3.73972  -0.707
N: -2.18417 1.30839 -2.64161  -0.357
H: -0.99628 2.61782 4.48106  0.297

The LUMO energy is 0.3 eV. The calculation puts the HOMO-LUMO gap at 9.79 eV. The multiplicity is 1. The SMILES is C[C@@H](O)C[Si@@H](C)C(F)(F)F.CC#N.CC#N.CC#N. The value obtained for the max |F| is 1.12 eV Å⁻¹.

No. 2
A molecular structure, C27H41N5O3PZn in a non-equilibrium geometry, computed with ωB97M-V/def2-TZVPD.

Each line ends with the Mulliken charge.
CARTESIAN COORDINATES (ANGSTROEM)
C: -3.61641 -2.23785 -3.29775  -1.267
H: -4.27449 3.54179 -2.82464  0.424
C: 0.16308 1.36362 -2.94813  -0.262
C: -0.36746 -4.61929 0.53148  -1.547
C: 2.82511 -2.72086 1.03032  1.073
H: 4.52482 -1.47159 1.39043  0.403
H: -4.61651 1.09127 -3.10165  0.292
H: -4.21286 -2.53138 -2.43891  0.327
H: -0.33916 2.19064 -2.43875  0.129
C: -0.39192 4.00739 3.22850  1.080
H: 3.48174 -2.10383 -2.27856  0.295
H: -3.80362 -2.92330 -4.11855  0.464
C: 2.27854 1.21876 0.31774  -1.464
H: -1.94562 5.83195 0.90397  0.401
H: 4.18575 -1.16491 -0.95575  0.432
H: 3.21203 1.22091 0.87993  0.447
C: 1.45870 -3.24327 -0.77059  2.114
N: 0.37522 3.06834 5.08544  -0.617
C: -1.87374 5.63690 4.28725  -0.727
C: 0.86017 -3.76452 0.49609  -0.429
H: 2.21286 -4.97356 -1.76269  0.391
H: 3.57212 -1.84934 2.83785  0.369
H: -2.29891 6.08438 5.17067  0.447
H: -3.99173 1.47287 -1.48086  0.469
C: 1.51111 -4.16560 -1.97574  -1.583
C: -0.96857 4.58221 4.38715  0.038
N: -0.44481 3.93575 5.47035  -0.507
H: 2.00328 2.85770 2.35946  0.611
C: -0.16785 0.35070 2.84650  -0.766
H: 1.85269 -3.64203 -2.86370  0.389
N: 0.43003 -0.37180 0.83721  1.507
H: -1.18689 1.47063 -4.62349  0.218
O: -2.66430 0.59693 -2.80109  -0.129
H: 4.67059 -2.82841 -1.19729  0.419
H: -1.80806 -3.28857 -2.74656  0.286
Zn: 0.36980 -1.56108 -0.89279  0.867
H: 2.28075 -4.32413 3.35011  0.378
C: -0.11839 1.40449 -4.44156  -1.245
H: 4.62004 -3.06875 2.12184  0.373
H: -3.91624 -1.24186 -3.60480  0.171
C: -2.14135 -2.26713 -2.94282  0.041
C: 1.43063 2.25613 3.07293  -1.090
H: -2.86121 6.90214 2.88901  0.380
H: 0.52526 -4.18881 3.19577  0.444
H: 2.06411 2.24056 0.00506  0.436
O: -0.27433 0.12984 -2.37010  -0.662
C: -2.18475 6.07181 3.01982  -0.516
H: -0.32536 -5.36815 -0.25616  0.379
H: 1.23702 1.43071 -2.75788  0.393
N: 0.83471 1.14438 2.36034  0.390
C: -0.41071 -0.58568 1.89379  -1.221
C: -3.75773 1.48162 -2.54909  -0.400
H: -0.60460 0.51969 3.80856  0.580
H: 2.09531 1.87337 3.85640  0.212
C: 3.82068 -2.14950 -1.24648  -1.786
H: -1.29012 -4.04909 0.40843  0.207
H: -0.41898 -5.14481 1.47935  0.462
H: 0.37854 2.25776 -4.89512  0.426
C: 1.46925 -3.69078 2.99250  -1.907
H: 0.54161 -4.59943 -2.19818  0.416
C: -1.64250 5.47036 1.87570  -0.602
C: 2.75107 -2.64205 -0.32161  -0.276
H: 1.49841 -2.76382 3.56496  0.302
H: 2.41013 0.59521 -0.56363  -0.063
C: 3.94581 -2.24259 1.89391  -2.037
H: 0.26014 0.49706 -4.90344  0.310
P: -1.75134 0.05552 -1.58969  -0.061
O: -1.86581 -1.56548 -1.70715  -0.242
H: -3.21521 2.89101 -4.07818  0.308
C: 1.65589 -3.41067 1.53784  0.882
N: 0.45956 3.06098 3.73186  0.759
H: -2.55951 3.26286 -2.48055  0.225
C: -0.74097 4.42971 1.95379  -0.501
H: -1.54152 -1.85262 -3.75777  0.216
C: 1.17882 0.67007 1.14560  0.379
H: -1.09883 -1.40462 1.90448  0.609
C: -3.42929 2.88825 -3.01365  -1.122
H: -0.32373 3.96491 1.07296  0.459

The LUMO energy is -2.1 eV. The calculation puts the HOMO-LUMO gap at 7.81 eV. The multiplicity is 1. The charge is +1. The value obtained for the max |F| is 1.34 eV Å⁻¹. The value obtained for the energy relative to the best compared isomer or geometry (same formula, charge and spin) is 67.2 kJ/mol.

No. 3
10 unconnected molecules or ions with the total composition C20H60O10 in a non-equilibrium geometry, computed with ωB97M-V/def2-TZVPD.

Each line ends with the Mulliken charge.
CARTESIAN COORDINATES (ANGSTROEM)
O: -12.16620 -3.80809 6.26996  -0.499
H: -14.77231 -3.84535 5.77834  0.332
C: -13.65158 -6.90915 13.52495  -0.968
H: -11.46437 -6.76209 12.19402  0.295
C: -14.13163 -3.33256 5.06091  -1.138
H: -11.57363 -0.16994 17.33990  0.199
H: -4.24265 -4.04870 6.48466  0.292
H: -6.08820 -0.80601 10.67045  0.315
C: -17.33345 -2.28056 12.30385  -0.205
O: -9.23855 -1.11610 11.65828  -0.501
C: -11.56585 -1.18938 17.72561  -0.121
H: -0.87352 -5.42993 6.77052  0.261
H: -11.38679 3.45539 7.44193  0.298
H: -17.00714 -2.61431 13.28886  0.217
H: 0.08167 -0.23287 15.24568  0.267
H: -16.19967 -0.52713 12.46560  0.278
H: -14.61469 -3.49235 4.09695  0.334
C: -2.30662 4.51013 12.43765  -0.942
C: -1.74258 -5.73576 6.18802  -1.013
H: -13.62525 -6.81104 11.49523  0.210
H: -7.08856 0.45028 10.50445  0.260
H: -1.85526 -3.71930 5.55487  0.190
H: -16.29435 -1.10873 10.76307  0.252
H: -10.42511 -2.68345 17.11233  0.300
H: -9.86811 3.24146 6.54128  0.313
H: -4.41211 -0.01280 20.76776  0.267
C: -12.65384 -3.78222 4.96338  -0.134
C: -2.53289 -4.55966 5.70559  -0.151
H: -15.26094 -1.89079 11.92630  0.291
H: -1.28558 -6.20903 5.31896  0.332
H: -13.20409 -7.34680 14.41732  0.284
C: -4.44486 -0.29633 19.71580  -0.285
H: -13.61196 -1.04687 17.31053  0.253
O: -11.77544 0.86853 7.72167  -0.496
H: -0.57243 -1.81325 15.38434  0.313
C: -4.40331 0.93935 18.78437  -0.938
C: -10.53987 2.79066 7.27177  -1.065
O: -11.08799 -2.09779 16.73924  -0.515
H: -4.63789 5.38354 14.04414  0.307
H: -5.14233 1.69457 19.05196  0.287
H: -7.58586 -2.32353 11.67020  0.254
H: -4.74611 0.58739 17.81139  0.265
H: -13.17685 -1.20446 18.99091  0.330
H: -13.36916 -5.85898 13.45097  0.282
H: -17.49170 -3.18717 11.71979  0.302
C: -2.80343 4.89670 13.79565  -0.193
H: -12.10112 -3.11838 4.29859  0.203
H: -10.07707 2.80959 8.25846  0.299
H: -12.54824 -3.03548 6.69272  0.300
H: -13.16247 -2.63192 17.95122  0.275
H: -11.14085 1.41709 5.82772  0.302
H: -2.31282 -6.48921 6.73138  0.290
H: -3.02990 -4.88814 4.79280  0.297
H: -3.56234 -0.93230 19.64646  0.305
H: -9.88394 0.84417 6.90465  0.217
H: -2.00234 5.41743 14.32025  0.198
H: -5.53799 -1.86036 19.92925  0.290
H: 0.53357 -2.06134 12.96305  0.263
H: -0.91188 -0.83945 13.97531  0.315
C: -8.02124 -1.49955 11.10488  -0.315
C: -16.22677 -1.39872 11.81161  -0.892
H: -1.75893 5.34661 12.00353  0.251
H: -6.66712 -0.10538 12.19202  0.281
O: -3.36207 -4.22228 6.82533  -0.500
H: -3.15033 4.20628 11.81804  0.282
H: -8.12390 -1.82827 10.07071  0.302
H: -3.36586 1.27182 18.81967  0.308
H: -11.38076 0.89002 8.59652  0.293
C: -13.27893 -7.54546 12.22240  -0.203
C: -12.93716 -1.56620 17.99101  -0.974
H: -11.10342 -1.37425 18.69517  0.255
O: 1.86761 -2.40031 14.50370  -0.506
H: -14.27078 -2.25623 5.16207  0.346
H: -1.55465 3.75157 12.65499  0.311
H: -3.12243 4.08753 14.45260  0.293
C: -0.11926 -1.13240 14.66381  -1.035
H: -9.14346 -1.20261 12.60964  0.305
O: -11.83185 -7.64515 12.11175  -0.532
C: -6.95796 -0.39362 11.18186  -0.901
C: 1.05661 -1.56188 13.77857  -0.115
H: -12.46249 -4.81891 4.68632  0.256
O: -3.91730 5.70383 13.49663  -0.508
H: 2.01402 -3.21195 14.01237  0.311
C: -10.81993 1.40163 6.86929  -0.162
H: -18.49181 -0.84636 13.24955  0.301
H: -13.75146 -8.51454 12.06211  0.330
O: -18.51414 -1.48528 12.53339  -0.544
H: 1.56887 -0.63158 13.53318  0.186
O: -5.60914 -1.00518 19.49893  -0.500
H: -14.72619 -7.01655 13.67259  0.303

The LUMO energy is 0.2 eV. The calculation puts the HOMO-LUMO gap at 10.25 eV. The multiplicity is 1. The SMILES is CCO.CCO.CCO.CCO.CCO.CCO.CCO.CCO.CCO.CCO. The value obtained for the max |F| is 3.18 eV Å⁻¹. The value obtained for the energy relative to the best compared isomer or geometry (same formula, charge and spin) is 470.8 kJ/mol.

What is the multiplicity in the first record? 1

Which value of LUMO energy does entry 2 give? -2.1 eV

Which of these has the lowest LUMO energy? C27H41N5O3PZn